{
  "formula": "C22H26N2O2S4Tc",
  "method": "the ωB97M-V functional and the def2-TZVPD basis",
  "homo_lumo_gap_ev": [5.86, 6.11],
  "homo_energy_ha": [-0.5107, -0.5103],
  "lumo_energy_ev": [-8.04, -7.78],
  "charge": 2,
  "s_squared": 0.7773,
  "spin_multiplicity": 2,
  "elements": ["Tc", "C", "C", "S", "C", "C", "S", "C", "C", "S", "C", "C", "S", "H", "H", "H", "H", "H", "H", "H", "H", "H", "H", "H", "H", "H", "H", "H", "H", "O", "C", "C", "C", "C", "C", "C", "C", "N", "N", "C", "O", "C", "C", "C", "C", "C", "C", "H", "H", "H", "H", "H", "H", "H", "H", "H", "H"],
  "positions_angstrom": [[0.186, 0.086, -0.284], [2.900, -2.986, -1.195], [2.700, -2.799, 0.296], [2.066, -1.169, 0.836], [1.376, -1.698, 2.442], [0.420, -0.675, 3.016], [-0.942, -0.224, 1.908], [-2.008, -1.681, 1.800], [-2.570, -1.730, 0.390], [-1.256, -1.833, -0.854], [-0.562, -3.459, -0.379], [0.277, -4.077, -1.491], [1.441, -2.941, -2.261], [3.410, -3.942, -1.333], [3.558, -2.217, -1.604], [3.663, -2.899, 0.798], [2.039, -3.564, 0.701], [2.213, -1.840, 3.126], [0.886, -2.664, 2.313], [0.911, 0.279, 3.212], [-0.011, -1.027, 3.954], [-2.811, -1.561, 2.527], [-1.449, -2.580, 2.052], [-3.135, -0.827, 0.153], [-3.235, -2.583, 0.254], [-1.428, -4.088, -0.162], [0.010, -3.331, 0.535], [-0.372, -4.407, -2.303], [0.785, -4.965, -1.112], [0.694, 0.040, -2.091], [-0.054, 0.265, -3.178], [0.354, -0.318, -4.383], [-0.377, -0.100, -5.526], [-1.520, 0.715, -5.512], [-1.911, 1.320, -4.347], [-1.201, 1.098, -3.149], [-1.523, 1.868, -1.999], [-0.995, 1.644, -0.833], [-1.079, 2.665, 0.082], [-0.097, 2.570, 0.921], [0.783, 1.559, 0.785], [0.108, 3.505, 2.024], [1.275, 3.438, 2.786], [1.462, 4.327, 3.831], [0.490, 5.277, 4.115], [-0.670, 5.346, 3.353], [-0.866, 4.465, 2.306], [1.247, -0.925, -4.391], [-0.058, -0.554, -6.455], [-2.076, 0.880, -6.424], [-2.767, 1.984, -4.333], [-2.149, 2.752, -2.093], [2.041, 2.714, 2.544], [2.370, 4.287, 4.417], [0.641, 5.973, 4.930], [-1.421, 6.092, 3.576], [-1.764, 4.513, 1.706]],
  "forces_ev_per_a": [[0.242, -0.102, -0.638], [0.017, 0.000, -0.013], [-0.082, -0.040, 0.007], [0.142, -0.005, 0.113], [0.005, -0.026, -0.018], [0.057, 0.044, -0.030], [-0.161, 0.040, 0.000], [-0.007, -0.017, -0.017], [0.001, 0.023, -0.044], [0.131, -0.044, 0.087], [-0.062, 0.036, -0.002], [-0.005, -0.030, 0.016], [0.024, 0.012, -0.013], [0.009, 0.003, 0.006], [0.004, -0.005, -0.003], [-0.003, 0.018, 0.013], [0.010, -0.021, -0.012], [-0.002, 0.005, 0.005], [0.001, 0.005, -0.008], [0.004, 0.000, 0.010], [-0.020, 0.003, -0.007], [0.008, 0.010, 0.007], [0.005, 0.002, -0.006], [-0.002, -0.002, 0.012], [-0.002, 0.000, 0.010], [0.012, -0.020, 0.007], [-0.009, -0.001, 0.001], [0.007, 0.000, -0.003], [-0.005, -0.004, -0.011], [-0.269, 0.172, 0.531], [-0.067, -0.041, -0.215], [0.022, -0.001, 0.049], [-0.024, 0.013, -0.021], [0.015, -0.016, -0.015], [0.029, -0.010, 0.018], [0.024, -0.069, -0.015], [-0.016, 0.031, 0.129], [-0.257, 0.047, -0.142], [0.079, 0.051, 0.032], [-0.072, -0.025, -0.035], [0.170, -0.051, 0.201], [0.013, -0.002, 0.004], [0.005, 0.002, 0.003], [-0.004, -0.002, 0.001], [0.001, 0.002, 0.000], [0.000, 0.000, 0.003], [-0.001, 0.000, 0.000], [-0.004, -0.004, -0.008], [0.002, 0.001, 0.001], [0.002, -0.002, -0.001], [0.001, -0.003, 0.009], [0.033, 0.019, 0.002], [-0.002, 0.001, -0.004], [0.001, 0.000, 0.000], [-0.001, 0.000, 0.000], [0.001, 0.001, 0.001], [0.000, 0.000, -0.001]]
}

{
  "formula": "C22H26N2O5S2",
  "method": "the ωB97M-V functional and the def2-TZVPD basis",
  "homo_lumo_gap_ev": 9.01,
  "homo_energy_ha": -0.3342,
  "lumo_energy_ev": -0.09,
  "charge": 0,
  "smiles": "O=S(=O)(c1ccc2oc3ccc(S(=O)(=O)N4CCCCC4)cc3c2c1)N1CCCCC1",
  "elements": ["O", "S", "O", "C", "C", "C", "C", "O", "C", "C", "C", "C", "S", "O", "O", "N", "C", "C", "C", "C", "C", "C", "C", "C", "C", "N", "C", "C", "C", "C", "C", "H", "H", "H", "H", "H", "H", "H", "H", "H", "H", "H", "H", "H", "H", "H", "H", "H", "H", "H", "H", "H", "H", "H", "H", "H", "H"],
  "positions_angstrom": [[-5.224, -1.356, 1.256], [-4.074, -0.498, 1.178], [-3.579, 0.087, 2.389], [-2.738, -1.389, 0.382], [-2.932, -2.702, -0.027], [-1.909, -3.413, -0.631], [-0.700, -2.758, -0.803], [0.424, -3.277, -1.361], [1.365, -2.298, -1.322], [2.664, -2.389, -1.796], [3.465, -1.268, -1.660], [2.973, -0.108, -1.074], [4.068, 1.313, -0.907], [3.245, 2.485, -0.868], [5.084, 1.199, -1.911], [4.821, 1.199, 0.559], [4.059, 1.489, 1.749], [3.513, 0.223, 2.412], [4.656, -0.757, 2.669], [5.369, -1.073, 1.356], [5.872, 0.225, 0.718], [1.679, -0.003, -0.611], [0.860, -1.118, -0.734], [-0.503, -1.421, -0.388], [-1.542, -0.725, 0.216], [-4.301, 0.740, 0.072], [-4.869, 1.957, 0.617], [-4.719, 3.082, -0.402], [-5.410, 2.690, -1.706], [-4.839, 1.367, -2.210], [-4.974, 0.297, -1.129], [-3.898, -3.147, 0.146], [-2.038, -4.433, -0.954], [3.026, -3.295, -2.253], [4.479, -1.261, -2.026], [3.260, 2.167, 1.450], [4.718, 2.014, 2.451], [2.772, -0.247, 1.762], [3.022, 0.490, 3.349], [4.271, -1.675, 3.118], [5.366, -0.311, 3.369], [4.675, -1.573, 0.677], [6.215, -1.738, 1.532], [6.291, 0.053, -0.273], [6.649, 0.667, 1.353], [1.330, 0.926, -0.191], [-1.437, 0.291, 0.557], [-4.329, 2.173, 1.539], [-5.933, 1.813, 0.860], [-3.658, 3.254, -0.590], [-5.152, 3.997, 0.002], [-5.269, 3.469, -2.457], [-6.482, 2.579, -1.530], [-3.782, 1.494, -2.448], [-5.361, 1.041, -3.110], [-4.503, -0.638, -1.443], [-6.035, 0.093, -0.923]],
  "forces_ev_per_a": [[0.076, -0.063, -0.250], [0.223, -0.009, -0.270], [0.146, 0.229, -0.047], [-0.580, 0.264, 0.228], [-0.085, -0.014, 0.036], [0.333, -0.050, -0.106], [-0.548, 0.800, 0.476], [0.057, -0.451, -0.197], [0.260, 1.018, 0.287], [-0.226, -0.161, 0.049], [-0.002, -0.076, -0.085], [0.451, 0.666, -0.014], [0.113, 0.065, 0.090], [-0.221, -0.149, 0.211], [0.018, -0.330, 0.065], [-0.369, 0.266, -0.965], [-0.635, 0.093, 0.357], [0.264, 0.096, 0.122], [-0.211, -0.149, -0.194], [0.118, 0.199, 0.199], [0.369, -0.607, -0.213], [-0.213, -0.158, -0.057], [0.501, -0.342, -0.250], [-0.390, -0.474, -0.035], [0.295, -0.146, -0.117], [0.311, -0.662, 0.628], [0.049, 0.515, 0.483], [-0.252, -0.213, 0.007], [0.290, 0.035, -0.062], [-0.184, -0.043, 0.184], [-0.093, -0.246, -0.635], [-0.087, -0.123, -0.028], [-0.044, -0.117, -0.025], [0.067, -0.093, -0.067], [0.110, -0.092, -0.084], [0.040, 0.072, 0.246], [-0.043, 0.022, -0.064], [-0.037, 0.007, 0.060], [-0.077, 0.016, -0.006], [0.055, 0.019, 0.074], [0.050, -0.009, 0.102], [0.047, -0.055, 0.010], [0.014, -0.050, -0.061], [0.204, -0.044, 0.157], [-0.020, 0.008, -0.076], [-0.098, 0.131, 0.068], [0.084, 0.186, 0.020], [-0.146, 0.135, -0.030], [0.036, 0.045, 0.011], [0.068, 0.060, 0.039], [0.047, 0.018, 0.044], [-0.089, 0.011, -0.009], [-0.080, 0.036, -0.025], [0.054, -0.027, -0.077], [0.044, -0.040, -0.023], [-0.131, 0.011, -0.144], [0.067, -0.026, -0.034]]
}

{
  "formula": "C22H26N2O6S",
  "method": "the ωB97M-V functional and the def2-TZVPD basis",
  "homo_lumo_gap_ev": 9.12,
  "homo_energy_ha": -0.3146,
  "lumo_energy_ev": 0.56,
  "charge": 0,
  "smiles": "CC(=O)N1C[C@@H](C)Oc2ccc(S(=O)(=O)N[C@H](CC(=O)O)c3ccc(C)cc3C)cc21",
  "elements": ["C", "C", "O", "N", "C", "C", "C", "O", "C", "C", "C", "C", "S", "O", "O", "N", "C", "C", "C", "O", "O", "C", "C", "C", "C", "C", "C", "C", "C", "C", "C", "H", "H", "H", "H", "H", "H", "H", "H", "H", "H", "H", "H", "H", "H", "H", "H", "H", "H", "H", "H", "H", "H", "H", "H", "H", "H"],
  "positions_angstrom": [[0.290, -4.471, 0.804], [-0.123, -3.132, 0.231], [0.607, -2.168, 0.301], [-1.347, -3.087, -0.387], [-2.346, -4.133, -0.323], [-3.597, -3.589, 0.382], [-3.297, -3.148, 1.813], [-4.137, -2.516, -0.372], [-3.236, -1.644, -0.890], [-3.748, -0.459, -1.417], [-2.903, 0.502, -1.936], [-1.548, 0.243, -1.980], [-0.415, 1.539, -2.426], [-1.034, 2.487, -3.304], [0.839, 0.958, -2.819], [-0.310, 2.286, -0.941], [0.481, 1.647, 0.092], [-0.279, 1.685, 1.443], [-1.610, 1.006, 1.290], [-1.831, -0.164, 1.473], [-2.563, 1.857, 0.904], [1.850, 2.271, 0.232], [1.945, 3.603, 0.617], [3.170, 4.231, 0.743], [4.339, 3.532, 0.484], [5.680, 4.191, 0.599], [4.239, 2.205, 0.088], [3.018, 1.557, -0.050], [2.986, 0.141, -0.533], [-1.024, -0.947, -1.522], [-1.853, -1.892, -0.932], [1.321, -4.377, 1.137], [-0.324, -4.734, 1.661], [0.230, -5.256, 0.054], [-2.615, -4.429, -1.345], [-1.976, -5.004, 0.210], [-4.382, -4.354, 0.379], [-2.913, -3.985, 2.391], [-2.573, -2.337, 1.819], [-4.211, -2.791, 2.281], [-4.816, -0.311, -1.378], [-3.268, 1.445, -2.309], [-0.209, 3.286, -1.008], [0.573, 0.602, -0.202], [0.318, 1.154, 2.184], [-0.441, 2.717, 1.749], [-3.397, 1.388, 0.736], [1.044, 4.165, 0.820], [3.214, 5.268, 1.044], [5.613, 5.114, 1.170], [6.064, 4.429, -0.393], [6.395, 3.528, 1.082], [5.146, 1.658, -0.128], [2.501, 0.110, -1.509], [3.997, -0.247, -0.636], [2.432, -0.508, 0.142], [0.033, -1.124, -1.617]],
  "forces_ev_per_a": [[0.204, 0.170, 0.025], [0.069, -0.379, 0.176], [0.229, 0.188, 0.071], [-0.153, 0.026, -0.114], [-0.457, -0.117, -0.071], [0.313, -0.516, 0.411], [-0.149, 0.045, -0.389], [-0.053, 0.277, -0.169], [0.298, 0.089, -0.109], [0.112, -0.005, -0.031], [-0.250, -0.067, -0.019], [0.525, 0.215, -0.170], [-0.110, 0.282, 0.313], [-0.237, 0.030, 0.144], [-0.190, -0.184, 0.228], [-0.184, -0.177, -0.813], [0.129, -0.162, 0.418], [0.090, -0.127, -0.394], [-0.180, -0.258, 0.205], [0.123, -0.092, 0.143], [-0.363, 0.662, -0.030], [0.113, -0.013, -0.037], [-0.017, -0.146, -0.019], [0.033, 0.019, -0.007], [-0.063, 0.003, 0.033], [-0.009, -0.006, -0.062], [-0.077, 0.102, 0.051], [0.044, 0.129, 0.047], [-0.051, -0.056, -0.053], [0.007, -0.071, -0.159], [-0.233, 0.289, -0.172], [-0.037, 0.035, -0.023], [-0.083, -0.094, 0.041], [-0.061, -0.114, -0.003], [0.037, -0.051, 0.134], [-0.008, 0.061, -0.036], [0.185, 0.092, -0.042], [0.047, -0.131, 0.087], [0.048, 0.034, 0.049], [-0.058, 0.027, 0.070], [-0.123, 0.023, -0.018], [-0.156, 0.120, -0.024], [-0.021, 0.201, -0.252], [0.118, -0.035, 0.189], [-0.091, 0.030, 0.026], [0.073, 0.022, 0.059], [0.274, -0.224, 0.093], [-0.112, 0.097, 0.065], [0.018, 0.101, 0.039], [0.054, 0.061, 0.034], [0.088, 0.052, -0.023], [0.086, 0.010, 0.037], [0.099, -0.097, -0.026], [0.013, -0.140, 0.003], [0.051, -0.051, 0.011], [-0.015, -0.110, 0.007], [0.059, -0.065, 0.060]]
}

Summary of ΔE to the lowest compared entry with this formula, charge and spin in eV
0.569; 0.022; 0.098
(order as listed above)
Summary of DFT total energy in eV
-75836.9303; -58124.3020; -49337.7014
(order as listed above)